{
  "formula": "C36H84N12O12",
  "method": "wB97M-V/def2-TZVPD",
  "symbols": ["C", "O", "N", "C", "C", "H", "H", "H", "H", "H", "H", "H", "C", "O", "N", "C", "C", "H", "H", "H", "H", "H", "H", "H", "C", "O", "N", "C", "C", "H", "H", "H", "H", "H", "H", "H", "C", "O", "N", "C", "C", "H", "H", "H", "H", "H", "H", "H", "C", "O", "N", "C", "C", "H", "H", "H", "H", "H", "H", "H", "C", "O", "N", "C", "C", "H", "H", "H", "H", "H", "H", "H", "C", "O", "N", "C", "C", "H", "H", "H", "H", "H", "H", "H", "C", "O", "N", "C", "C", "H", "H", "H", "H", "H", "H", "H", "C", "O", "N", "C", "C", "H", "H", "H", "H", "H", "H", "H", "C", "O", "N", "C", "C", "H", "H", "H", "H", "H", "H", "H", "C", "O", "N", "C", "C", "H", "H", "H", "H", "H", "H", "H", "C", "O", "N", "C", "C", "H", "H", "H", "H", "H", "H", "H"],
  "xyz": [[5.67819, 0.22358, 0.38202], [4.57416, 0.65278, 0.12334], [6.74522, 1.01036, 0.56759], [8.06542, 0.51464, 0.17840], [6.67170, 2.45943, 0.72372], [5.90040, -0.85475, 0.38605], [8.47066, -0.39076, 0.63022], [8.74949, 1.34310, 0.36224], [8.07356, 0.36723, -0.90155], [5.71575, 2.70295, 1.18736], [7.45612, 2.85297, 1.37017], [6.71942, 2.94301, -0.25197], [4.21545, -4.32569, -2.16418], [5.30427, -4.74384, -2.53494], [3.73169, -4.46183, -0.89761], [2.52448, -3.73633, -0.44114], [4.28859, -5.49021, -0.03642], [3.48845, -3.78466, -2.78945], [1.87507, -4.54960, -0.11716], [1.95471, -3.20900, -1.20624], [2.70114, -3.07804, 0.40948], [3.64229, -6.36643, 0.01486], [5.22862, -5.89164, -0.41496], [4.36245, -5.13964, 0.99302], [-1.92041, 6.63862, -2.20362], [-2.59126, 6.50442, -1.21064], [-0.60936, 6.28008, -2.25323], [0.23887, 6.66335, -3.41381], [0.02792, 5.45271, -1.21193], [-2.16580, 7.16469, -3.13916], [-0.15399, 7.31498, -4.19429], [0.71986, 5.84842, -3.95477], [1.11514, 7.17153, -3.01130], [1.02186, 5.83154, -0.97389], [-0.62932, 5.54482, -0.34726], [0.10615, 4.38642, -1.42410], [3.24431, 3.93097, -2.88214], [3.65826, 4.05217, -4.04290], [3.92288, 4.39024, -1.75450], [3.54159, 3.88306, -0.46588], [5.06069, 5.25254, -1.86932], [2.36226, 3.34459, -2.58156], [2.79986, 3.08883, -0.55035], [3.24747, 4.64490, 0.25606], [4.49777, 3.53047, -0.07923], [4.78400, 6.11118, -1.25754], [5.89186, 4.79718, -1.33089], [5.35959, 5.53306, -2.87931], [0.96923, 1.15741, -0.24293], [0.45372, 2.18529, -0.64755], [0.20833, 0.14321, 0.30297], [0.74642, -0.78780, 1.31649], [-1.22731, 0.24865, 0.32386], [2.05053, 0.98163, -0.13300], [1.82322, -0.95651, 1.32850], [0.33985, -1.77821, 1.11180], [0.42969, -0.43443, 2.29777], [-1.50218, 0.80252, -0.57378], [-1.61982, -0.76378, 0.22881], [-1.66957, 0.70233, 1.21081], [-2.76784, -2.30660, 2.51222], [-2.76749, -1.00481, 2.57223], [-3.90219, -3.05169, 2.46710], [-3.75888, -4.51080, 2.26623], [-5.34503, -2.55330, 2.41759], [-1.84642, -2.90853, 2.54170], [-3.96950, -4.66526, 1.20798], [-4.41525, -5.12276, 2.88492], [-2.71030, -4.74308, 2.45233], [-5.93610, -2.68194, 3.32434], [-5.19939, -1.49921, 2.18140], [-5.78389, -3.04881, 1.55158], [-1.83600, 1.84087, -5.62824], [-2.29422, 2.42315, -6.63845], [-0.90244, 2.38649, -4.82393], [-0.74523, 1.89595, -3.45765], [-0.46289, 3.76220, -4.89426], [-2.15698, 0.84946, -5.27289], [-0.31918, 0.89284, -3.43882], [-1.63157, 1.96114, -2.82658], [-0.00462, 2.47391, -2.90487], [-0.41578, 4.16407, -5.90638], [-1.16578, 4.34182, -4.29586], [0.51770, 4.02420, -4.49688], [-3.49273, -0.99194, -2.26084], [-2.67984, -0.22664, -2.75718], [-3.44632, -2.35059, -2.37991], [-4.20359, -3.14332, -1.44796], [-2.27345, -2.97342, -2.89365], [-4.43237, -0.64594, -1.80307], [-3.57416, -3.69229, -0.74757], [-4.72964, -3.86499, -2.07292], [-4.88588, -2.53687, -0.85231], [-1.90211, -2.32765, -3.68938], [-1.53253, -3.19046, -2.12422], [-2.49185, -3.84554, -3.50994], [2.23929, -3.49378, 4.26083], [1.47185, -3.08155, 3.44663], [3.61871, -3.19570, 4.26793], [4.45081, -3.56836, 5.37011], [4.42017, -2.52950, 3.26770], [2.03595, -4.13018, 5.13595], [5.52449, -3.62195, 5.19001], [4.15661, -4.49936, 5.85465], [4.32283, -2.76533, 6.09596], [4.85037, -3.37731, 2.73455], [3.66696, -2.07771, 2.62221], [5.00600, -1.81126, 3.84132], [-4.10138, 5.45567, 1.59402], [-4.95024, 5.94731, 2.35565], [-3.13113, 4.58217, 1.96974], [-2.30065, 3.87388, 1.00151], [-3.17555, 3.99382, 3.28304], [-4.16364, 5.63142, 0.50892], [-2.33837, 4.12714, -0.05798], [-2.25997, 2.79346, 1.13986], [-1.29168, 4.18058, 1.27721], [-3.60673, 3.00209, 3.14645], [-2.16314, 3.97446, 3.68646], [-3.77767, 4.54341, 4.00658], [-0.90300, -5.29846, -0.02538], [-1.15550, -4.12972, 0.38903], [-0.36641, -6.23611, 0.82356], [-0.18458, -7.61446, 0.27726], [-0.16354, -5.94488, 2.23226], [-1.06943, -5.60906, -1.06847], [-0.92591, -8.31593, 0.65997], [0.76533, -8.08581, 0.52946], [-0.15856, -7.73905, -0.80528], [0.87366, -6.14575, 2.50053], [-0.30292, -4.90851, 2.53986], [-0.72408, -6.57457, 2.92320], [-7.08121, -0.05911, 0.05795], [-6.57910, -0.80715, -0.78350], [-6.37336, 0.78752, 0.82544], [-7.07026, 1.89625, 1.51283], [-4.89955, 0.80351, 0.90553], [-8.17873, -0.02835, 0.13984], [-7.07632, 2.74389, 0.82758], [-6.56542, 2.22747, 2.42032], [-8.05875, 1.61646, 1.87712], [-4.46438, 1.63588, 0.35247], [-4.50601, 0.88468, 1.91876], [-4.54224, -0.08988, 0.39340]],
  "orbital_gap_ha": [0.0619, 0.3260],
  "multiplicity": 2,
  "total_charge": -1,
  "mol_weight_da": 877.14,
  "homo_energy_ev": [0.19, -7.03],
  "de_lowest_kj_mol": 663.0,
  "s2": 0.750,
  "lumo_energy_ev": [1.88, 1.84]
}